[1]
{"formula": "C44H35F9OP2Se4Zr", "method": "the ωB97M-V functional and the def2-TZVPD basis", "species": ["Zr", "Se", "Se", "Se", "Se", "O", "C", "C", "C", "C", "C", "C", "C", "P", "C", "C", "C", "C", "C", "C", "C", "C", "C", "C", "C", "C", "H", "H", "H", "H", "H", "H", "H", "H", "H", "H", "H", "H", "H", "H", "F", "C", "F", "F", "C", "C", "C", "C", "C", "C", "P", "C", "C", "C", "C", "C", "C", "C", "F", "F", "F", "C", "C", "C", "C", "C", "C", "C", "F", "F", "F", "H", "H", "H", "H", "H", "H", "H", "H", "H", "H", "H", "H", "C", "C", "C", "C", "H", "H", "H", "H", "H", "H", "H", "H", "H"], "xyz": [[1.033, 2.304, 0.051], [2.245, 2.043, -2.478], [2.578, 4.107, -1.451], [0.245, 4.642, -1.519], [-0.225, 4.730, 0.753], [1.139, 0.131, 0.065], [2.331, 0.547, 0.102], [3.451, -0.385, 0.025], [4.719, 0.189, 0.079], [5.856, -0.594, 0.016], [5.716, -1.967, -0.108], [4.457, -2.551, -0.181], [3.298, -1.782, -0.126], [1.633, -2.574, -0.140], [2.068, -4.316, -0.535], [2.073, -5.224, 0.520], [2.397, -6.558, 0.311], [2.707, -7.000, -0.965], [2.694, -6.107, -2.030], [2.379, -4.774, -1.816], [0.965, -2.050, -1.769], [1.664, -1.324, -2.729], [1.065, -0.995, -3.939], [-0.235, -1.400, -4.211], [-0.943, -2.121, -3.257], [-0.347, -2.433, -2.043], [4.786, 1.265, 0.171], [6.838, -0.142, 0.061], [6.593, -2.600, -0.160], [4.389, -3.625, -0.287], [1.818, -4.880, 1.517], [2.397, -7.250, 1.143], [2.951, -8.042, -1.133], [2.930, -6.450, -3.029], [2.371, -4.085, -2.652], [2.685, -1.013, -2.540], [1.624, -0.427, -4.674], [-0.693, -1.161, -5.163], [-1.959, -2.440, -3.454], [-0.909, -2.994, -1.305], [-3.094, -4.996, -0.297], [-3.190, -4.367, 0.890], [-4.469, -4.492, 1.290], [-2.429, -5.045, 1.760], [-2.789, -2.922, 0.775], [-3.492, -2.110, -0.110], [-3.128, -0.786, -0.259], [-2.062, -0.264, 0.477], [-1.362, -1.087, 1.349], [-1.725, -2.419, 1.502], [-1.599, 1.497, 0.409], [-2.727, 2.223, 1.641], [-4.107, 2.162, 1.481], [-4.951, 2.653, 2.466], [-4.406, 3.191, 3.621], [-3.030, 3.242, 3.800], [-2.193, 2.761, 2.809], [-5.294, 3.704, 4.722], [-4.918, 4.928, 5.130], [-6.579, 3.784, 4.347], [-5.244, 2.902, 5.802], [-2.134, 2.040, -1.235], [-2.886, 3.186, -1.462], [-3.082, 3.636, -2.760], [-2.525, 2.937, -3.821], [-1.774, 1.790, -3.600], [-1.574, 1.344, -2.307], [-2.683, 3.425, -5.233], [-3.635, 4.363, -5.347], [-1.542, 3.959, -5.704], [-3.011, 2.417, -6.064], [-4.317, -2.515, -0.683], [-3.670, -0.164, -0.960], [-0.512, -0.701, 1.897], [-1.166, -3.062, 2.166], [-4.534, 1.727, 0.585], [-6.023, 2.613, 2.337], [-2.616, 3.662, 4.707], [-1.118, 2.806, 2.944], [-3.287, 3.746, -0.628], [-3.660, 4.531, -2.945], [-1.327, 1.255, -4.427], [-0.974, 0.453, -2.144], [3.073, 1.956, 4.304], [3.096, 2.038, 2.778], [4.107, 3.086, 2.324], [1.714, 2.358, 2.210], [4.058, 1.710, 4.709], [2.369, 1.193, 4.645], [2.763, 2.912, 4.736], [3.423, 1.064, 2.402], [3.816, 4.076, 2.688], [4.150, 3.149, 1.234], [5.111, 2.873, 2.699], [1.377, 3.297, 2.666], [0.993, 1.590, 2.566]], "mulliken_charge": [-0.933, -0.184, -0.387, -0.162, -0.304, 1.281, 0.061, 0.755, -0.361, -1.124, -0.830, -1.275, 0.639, 0.703, -0.015, -0.294, -0.740, -0.448, -0.790, 0.203, 0.792, -0.510, -0.533, -0.906, -0.283, -1.059, 0.263, 0.423, 0.433, 0.365, 0.377, 0.415, 0.387, 0.415, 0.396, 0.780, 0.518, 0.443, 0.452, 0.434, -0.254, 0.745, -0.273, -0.292, 0.232, -1.144, -0.178, 0.673, -0.154, -0.620, 1.939, 0.034, -0.361, -0.973, 0.384, -1.093, -0.289, 0.798, -0.258, -0.284, -0.254, -0.655, -0.925, -1.006, 0.226, -0.790, 0.773, 0.826, -0.288, -0.255, -0.270, 0.455, 0.398, 0.160, 0.452, 0.462, 0.478, 0.432, 0.339, 0.508, 0.478, 0.307, -0.133, -1.710, 1.524, -1.570, -0.753, 0.447, 0.334, 0.349, -0.238, 0.408, 0.106, 0.405, 0.807, 0.144], "e_tot_ev": -353949.189, "lumo_energy_ha": -0.0232, "multiplicity": 1, "e_above_lowest_kj_mol": 60.0, "gap_ev": 7.055, "e_homo_ev": -7.7}

[2]
{"formula": "C2H4ClNO2", "method": "the ωB97M-V functional and the def2-TZVPD basis", "species": ["C", "C", "N", "O", "O", "Cl", "H", "H", "H", "H"], "xyz": [[-0.319, 0.288, -0.893], [1.155, -0.225, 0.677], [-1.441, 0.000, -0.017], [-1.824, 0.922, 0.669], [-2.033, -1.015, -0.152], [2.703, 0.288, 0.073], [-0.123, -0.709, -1.438], [-0.016, 1.336, -1.077], [1.017, -1.289, 0.660], [0.880, 0.404, 1.498]], "mulliken_charge": [-0.761, -0.435, 0.945, -0.555, -0.558, -0.123, 0.405, 0.379, 0.363, 0.339], "e_tot_ev": -20240.822, "lumo_energy_ha": [-0.0242, -0.0242], "multiplicity": 1, "e_above_lowest_kj_mol": 521.0, "gap_ev": [9.288, 9.289], "e_homo_ev": [-9.9, -9.9]}

[3]
{"formula": "C3H5NO2S2", "method": "the ωB97M-V functional and the def2-TZVPD basis", "species": ["O", "C", "C", "S", "C", "O", "S", "N", "H", "H", "H", "H", "H"], "xyz": [[-2.051, 1.972, -0.072], [-1.107, 1.290, -0.355], [-0.657, 0.631, -1.646], [1.076, 0.127, -1.524], [0.958, -0.200, 0.233], [0.633, -1.563, 0.511], [0.427, -1.974, 2.066], [-0.264, 0.674, 0.595], [-1.254, -0.202, -1.819], [-0.651, 1.384, -2.481], [1.871, 0.265, 0.798], [1.555, -2.891, 2.139], [-0.536, 0.487, 1.555]], "mulliken_charge": [-0.572, 0.328, -0.418, -0.145, 0.131, -0.242, -0.149, -0.253, 0.297, 0.331, 0.304, 0.170, 0.217], "e_tot_ev": -30446.118, "lumo_energy_ha": 0.0162, "multiplicity": 1, "e_above_lowest_kj_mol": 192.2, "gap_ev": 10.018, "smiles": "O=C1CS[C@H](OS)N1", "e_homo_ev": -9.6}